[1]
This record from the OMol25 dataset describes a 2-piece molecular cluster, C24H46BrClN4O5 overall in a non-equilibrium geometry. The level of theory is the ωB97M-V functional and the def2-TZVPD basis.

Computed properties:
* total charge: 0
* HOMO energy: -4.258 eV
* spin multiplicity: 1
* orbital gap: 2.8 eV
* total energy: -4571.0599 hartree
* energy relative to the best compared isomer or geometry (same formula, charge and spin): 412.3 kJ/mol

XYZ file:
```
81
Properties=species:S:1:pos:R:3:mulliken_charge:R:1
C 0.8826 -3.7841 7.1011 -0.689
O 1.1312 -3.3939 5.7252 -0.305
C 0.8447 -4.5030 4.8405 -0.521
C 1.7036 -4.4744 3.4789 -0.582
C 1.7055 -2.9662 2.9199 -0.561
C 1.7158 -3.0018 1.3032 -0.701
C 0.2454 -2.5425 0.7585 -0.377
C 0.4008 -1.9919 -0.7736 -1.117
C -0.0531 -0.4724 -0.9700 -0.538
C -1.2759 -0.1885 -1.9648 0.584
C -2.4233 -1.3464 -1.9105 -0.884
C -3.2845 -1.4119 -0.5832 0.046
O -4.4976 -1.7397 -0.7196 -0.523
Cl -2.7568 -1.0705 1.1201 0.034
C -0.8550 -0.1318 -3.5457 -0.061
C 0.6667 -0.4448 -3.8669 -1.211
C 1.7316 0.7340 -3.7707 -0.489
C 1.5873 1.9141 -4.8426 -0.351
C 2.8078 2.9994 -4.7747 -0.849
N 4.1005 2.4054 -4.3267 -0.253
C 4.9232 3.3188 -3.5063 0.419
N 5.9512 2.7947 -2.8540 -0.654
N 4.7440 4.7756 -3.3751 -0.567
O -1.3545 1.0780 -4.2195 -0.395
C -2.7400 1.3215 -3.9072 -0.370
C -3.0585 1.5553 -2.3488 -0.509
N -1.8771 1.1351 -1.5039 0.239
C -0.8420 2.2494 -1.3826 0.272
C -0.5415 2.6363 0.1542 0.250
O 0.5882 2.3010 0.6044 -0.469
Br -1.8160 3.5600 1.3316 -0.059
H 0.3224 -2.9593 7.6757 0.243
H 1.8667 -3.9835 7.6555 0.225
H 0.2206 -4.7285 7.1869 0.318
H -0.2924 -4.5351 4.6399 0.223
H 1.1401 -5.4755 5.3870 0.430
H 1.1695 -5.1272 2.6983 0.294
H 2.7808 -4.7978 3.6724 0.258
H 0.7940 -2.3791 3.3225 0.293
H 2.6202 -2.3590 3.2806 0.328
H 2.4556 -2.1752 0.9775 0.395
H 2.0543 -3.9977 0.8603 0.284
H -0.0684 -1.6930 1.4736 0.077
H -0.4406 -3.4503 0.8338 0.164
H 1.5448 -2.0266 -0.9531 0.592
H -0.0316 -2.7505 -1.5052 0.409
H 0.8941 0.1418 -1.1903 0.045
H -0.3954 -0.1038 0.0736 0.433
H -2.0167 -2.3874 -2.1287 0.586
H -3.1685 -1.1375 -2.7697 0.412
H -1.4384 -0.9724 -4.0980 0.442
H 0.6835 -0.7881 -4.9752 0.585
H 1.1087 -1.3470 -3.3030 0.278
H 1.8775 1.2143 -2.7468 0.154
H 2.7544 0.2421 -4.0076 0.456
H 1.4887 1.4833 -5.9120 0.381
H 0.6378 2.5602 -4.7028 -0.012
H 2.4331 3.8013 -4.0328 0.338
H 2.9521 3.4573 -5.8116 0.305
H 4.6145 2.0239 -5.1308 0.292
H 5.9887 1.7718 -3.0516 0.260
H 4.0070 4.9207 -2.6540 0.288
H 4.4050 5.1826 -4.2577 0.320
H -3.4084 0.4511 -4.2800 0.280
H -3.0937 2.2383 -4.5076 0.325
H -3.4068 2.6303 -2.1104 0.480
H -3.9820 0.9016 -2.1075 0.383
H -2.2577 1.0684 -0.5294 0.393
H -1.3438 3.1923 -1.8283 0.564
H 0.0909 2.0810 -2.0069 -0.403
C -3.9612 2.2414 5.8889 -1.334
C -2.5505 1.7194 5.5516 0.458
C -2.5669 1.1141 4.1338 -0.694
O -2.2488 0.7474 6.4122 -0.893
H -4.7158 1.4474 5.8594 0.305
H -3.9895 2.6967 6.8839 0.328
H -4.2697 3.0127 5.1674 0.283
H -1.9013 2.6170 5.4907 0.109
H -3.2747 0.2814 4.0440 0.234
H -1.5752 0.7459 3.8450 0.275
H -2.8616 1.8741 3.3953 0.009
```


[2]
This record from the OMol25 dataset describes C24H46Ca2F6N3O33S6 as an isolated structure in a non-equilibrium geometry. The level of theory is the ωB97M-V functional and the def2-TZVPD basis.

Computed properties:
* total charge: +1
* HOMO energy: -10.738 eV
* spin multiplicity: 1
* orbital gap: 6.9 eV
* total energy: -7932.3811 hartree

XYZ file:
```
120
Properties=species:S:1:pos:R:3:mulliken_charge:R:1
Ca -19.5237 6.7219 7.9871 2.334
Ca -21.1082 2.0172 11.2957 1.559
N -21.4581 3.1468 9.4580 0.230
S -22.1794 4.6577 9.6050 0.380
O -23.6089 4.6960 9.5062 -0.525
O -21.4297 5.7483 9.0695 -0.539
F -22.0426 4.7575 11.1661 -0.178
S -21.7652 2.9719 7.9292 0.289
O -20.8932 3.7359 7.0664 -0.318
O -23.1414 2.7569 7.5596 -0.602
F -21.1459 1.5010 7.7585 -0.316
N -18.5629 5.3341 9.4030 1.310
S -17.5304 4.0930 8.9130 -0.498
O -18.0908 2.7662 8.9009 0.327
O -16.1197 4.3043 9.0442 -0.128
F -17.7593 4.5364 7.3771 0.145
S -18.4677 4.9944 10.8582 0.441
O -17.2083 5.2766 11.5284 -0.625
O -19.3226 3.9602 11.3713 0.204
F -19.2173 6.2743 11.4969 -0.383
N -14.8784 1.7373 4.8015 -0.536
S -14.3322 0.8020 6.1285 1.020
O -15.2839 0.3368 7.0996 -0.450
O -12.9660 0.9915 6.5934 -0.616
F -14.0970 -0.5251 5.2618 -0.310
S -15.1760 3.0377 5.6458 0.933
O -14.0727 3.8874 6.0328 -0.622
O -16.3729 3.0005 6.4861 0.061
F -15.6885 3.8885 4.3720 -0.403
C -17.8794 -0.0148 9.6410 -0.768
C -19.0182 0.2393 8.7052 1.624
C -18.6385 1.2147 7.6120 0.617
O -19.1095 0.6350 6.3863 -0.504
C -19.2323 -0.6900 6.6209 0.268
O -19.1682 -1.5411 5.7964 -0.586
O -19.3315 -0.9461 7.9494 -0.615
H -16.9783 -0.4296 9.1845 0.709
H -18.0448 -0.7499 10.4370 -1.077
H -17.5768 0.9053 10.1517 -0.390
H -19.8530 0.7750 9.1691 0.645
H -17.5493 1.2737 7.6029 0.220
H -19.0658 2.2011 7.7751 -0.851
C -18.0247 3.4458 18.6925 -0.730
O -18.2134 3.3709 17.3002 -0.293
C -18.3757 4.5145 16.6106 0.547
O -18.6588 5.5642 17.1040 -0.595
O -18.1525 4.4063 15.3020 -0.110
C -17.5365 3.2347 14.7476 -0.450
H -17.7917 2.4801 19.1304 0.261
H -18.9404 3.7918 19.1838 0.298
H -17.2909 4.1961 18.9913 0.299
H -17.8564 2.2725 15.1481 0.316
H -16.4533 3.2397 14.8666 0.482
H -17.8129 3.3229 13.6992 -0.124
C -21.3850 8.8618 11.3608 -0.260
O -20.2636 9.6897 11.2698 -0.389
C -19.2042 9.2138 10.6515 0.680
O -19.1976 8.3132 9.8405 -0.486
O -18.1261 9.8295 11.0923 -0.364
C -16.8484 9.3947 10.6721 -0.144
H -21.3233 8.0472 12.0905 -0.146
H -21.6785 8.3647 10.4340 0.154
H -22.2934 9.3330 11.7367 0.404
H -16.2322 9.1069 11.5214 0.346
H -16.4018 10.0555 9.9336 0.354
H -16.9410 8.4299 10.1661 -0.278
C -19.2125 8.5544 4.4566 -0.419
O -19.1004 7.2737 3.8338 -0.353
C -19.3510 6.2015 4.5765 0.462
O -19.6363 6.1258 5.7562 -0.514
O -19.1051 5.1816 3.7789 -0.395
C -18.9657 3.8670 4.3589 -0.331
H -18.4759 9.1546 3.9262 0.306
H -18.9246 8.5870 5.5077 -0.020
H -20.2048 8.9909 4.3538 0.338
H -18.1764 3.8343 5.1112 -0.073
H -18.6714 3.0969 3.6514 0.394
H -19.9028 3.5921 4.8403 0.197
C -21.2801 2.5733 16.1199 -0.695
O -21.3295 3.8935 15.6123 -0.400
C -21.2240 4.0386 14.2757 0.500
O -21.1330 3.1282 13.4830 -0.445
O -21.2108 5.3030 13.9992 -0.112
C -21.1250 6.3629 14.9745 -0.502
H -20.3218 2.0622 16.0396 0.206
H -22.0159 1.9383 15.6153 0.314
H -21.6211 2.5284 17.1521 0.261
H -21.9322 6.1936 15.6809 0.414
H -21.1676 7.2524 14.3539 0.082
H -20.1711 6.4343 15.4975 0.188
C -15.1891 2.2250 11.9092 -0.994
C -15.9824 0.9336 11.9294 -0.221
O -17.3193 1.2424 11.5015 -0.226
C -18.2002 0.2816 11.3101 1.895
O -19.2789 0.5397 10.8060 -0.665
O -17.8081 -0.8662 11.8285 -0.454
C -18.5534 -2.0326 11.4420 -1.038
H -14.9592 2.5209 10.8825 0.208
H -14.2459 2.2135 12.4471 0.529
H -15.8593 3.0371 12.2010 -0.001
H -15.9925 0.3871 12.8743 0.394
H -15.4618 0.2242 11.2799 0.309
H -17.9104 -2.5104 10.7027 0.321
H -19.5790 -1.8989 11.1113 0.275
H -18.5830 -2.7163 12.2900 0.375
C -13.6482 6.2427 9.1248 -0.978
C -14.2459 7.5800 8.7450 -0.300
O -15.6614 7.4371 8.5452 -0.022
C -16.2208 7.4266 7.3614 0.102
O -17.4102 7.4411 7.1138 -0.467
O -15.3268 7.2745 6.4042 -0.384
C -15.8515 6.9586 5.1046 -0.482
H -12.5741 6.3707 9.2930 0.533
H -13.6437 5.4812 8.3449 0.135
H -14.0712 5.8626 10.0551 0.176
H -13.7819 7.7842 7.7796 0.304
H -14.1253 8.4036 9.4438 0.397
H -15.0319 6.4526 4.6063 0.307
H -16.1133 7.8589 4.5488 0.296
H -16.7346 6.3259 5.1294 0.027
```


Summary of E_LUMO in eV
-1.48, -3.83
(order as listed above)